# 1
A structure of composition C3H18HgO7 at a distorted geometry. Source: the OMol25 dataset; level of theory: ωB97M-V/def2-TZVPD.

```
! RIJCOSX wB97M-V def2-TZVPD def2/J DEFGRID3
* xyz 0 1
Hg 0.07 0.24 -0.67
C -0.64 1.07 3.39
C -0.04 -0.27 2.83
O 0.19 -0.55 1.53
H -0.76 1.11 4.47
H -1.54 1.23 2.80
H 0.01 1.89 3.07
H -0.71 -1.01 3.28
H 0.85 -0.54 3.40
C 1.27 -2.73 -2.36
O 0.28 -1.84 -1.89
H 2.30 -2.49 -2.12
H 1.23 -3.72 -1.89
H 1.09 -2.93 -3.42
O 0.29 1.55 -2.65
H 0.76 2.25 -3.09
H -0.02 0.99 -3.35
O 2.18 1.15 -0.66
H 2.47 1.71 -1.38
H 2.85 1.26 0.01
O -0.81 -2.92 0.68
H -0.52 -2.22 1.26
H -0.71 -2.56 -0.20
O -2.18 0.17 -1.03
H -2.73 0.56 -1.72
H -2.77 0.08 -0.28
O -0.54 2.55 0.01
H -0.45 3.41 -0.39
H -1.42 2.56 0.39
*
```

Calculated values
Energy above the lowest of the compared OMol25 structures with the same formula, charge and spin (kcal per mole): 27.4
LUMO level (eV): -0.909
HOMO-LUMO gap (eV): 6.525
E_HOMO (eV): -7.4

Here are the natural (NBO) charges for atoms 1 to 2, given in e: Hg 1.622; C -0.638


# 2
The molecule C5H8O. Source: the OMol25 dataset; level of theory: ωB97M-V/def2-TZVPD.

```
! RIJCOSX wB97M-V def2-TZVPD def2/J DEFGRID3
* xyz 0 1
C 1.01 1.20 -1.02
C 1.02 -0.12 -1.14
C 0.75 -1.06 0.02
C -0.69 -0.82 0.38
C -1.04 0.01 1.36
O -2.24 0.66 1.43
H 0.86 1.67 -0.05
H 1.12 1.87 -1.87
H 1.12 -0.56 -2.13
H 1.39 -0.81 0.87
H 0.96 -2.09 -0.26
H -1.42 -1.08 -0.38
H -0.38 0.29 2.17
H -2.54 0.76 0.52
*
```

Calculated values
Energy above the lowest of the compared OMol25 structures with the same formula, charge and spin (kcal per mole): 42.1
LUMO level (eV): 1.045
HOMO-LUMO gap (eV): 9.678
E_HOMO (eV): -8.6
Structure (SMILES): C=CC/C=C/O

Here are the natural (NBO) charges for atoms 1 to 2, given in e: C -0.398; C -0.168


# 3
A cluster of 5 separate species, H10O5 in total at a distorted geometry. Source: the OMol25 dataset; level of theory: ωB97M-V/def2-TZVPD.

```
! RIJCOSX wB97M-V def2-TZVPD def2/J DEFGRID3
* xyz 0 1
O 1.72 -1.71 -0.96
H 1.15 -1.35 -0.28
H 1.27 -2.52 -1.23
O 0.04 -0.17 0.48
H 0.55 0.57 0.80
H -0.45 0.19 -0.27
O 1.60 2.18 1.01
H 1.44 2.90 1.61
H 1.61 2.59 0.14
O -1.31 -2.52 0.36
H -1.85 -2.76 1.11
H -0.91 -1.68 0.62
O -1.28 1.28 -1.25
H -1.43 1.98 -0.61
H -2.15 1.01 -1.52
*
```

Calculated values
Energy above the lowest of the compared OMol25 structures with the same formula, charge and spin (kcal per mole): 19.3
LUMO level (eV): 0.102
HOMO-LUMO gap (eV): 10.260
E_HOMO (eV): -10.2
Structure (SMILES): O.O.O.O.O

Here are the natural (NBO) charges for atoms 1 to 2, given in e: O -0.972; H 0.485


# 4
A structure of composition C23H18Cl2N3O6Ti at a distorted geometry. Source: the OMol25 dataset; level of theory: ωB97M-V/def2-TZVPD.

```
! RIJCOSX wB97M-V def2-TZVPD def2/J DEFGRID3
* xyz 0 2
Ti 0.53 -0.41 0.75
C -0.48 6.69 -6.09
O 0.41 5.65 -5.79
C 1.16 5.75 -4.66
C 1.16 6.87 -3.82
C 1.92 6.87 -2.67
C 2.66 5.74 -2.30
C 2.69 4.64 -3.17
C 1.96 4.65 -4.34
N 3.44 5.85 -1.17
N 3.84 4.92 -0.45
C 3.40 3.64 -0.30
C 4.37 2.70 0.09
C 4.06 1.41 0.47
C 2.73 1.00 0.48
O 2.26 -0.18 0.89
C 1.74 1.89 0.02
N 0.48 1.35 -0.01
C -0.55 2.17 -0.29
C -0.37 3.53 -0.48
C 0.90 4.08 -0.49
C 2.02 3.25 -0.30
H -1.02 6.38 -6.99
H 0.05 7.62 -6.28
H -1.20 6.84 -5.28
H 0.57 7.74 -4.05
H 1.91 7.72 -2.01
H 3.31 3.78 -2.93
H 1.99 3.81 -5.01
H 5.40 3.01 0.07
H 4.83 0.72 0.79
H -1.53 1.71 -0.32
H -1.24 4.15 -0.63
H 1.02 5.15 -0.62
O -2.66 0.78 2.06
Cl -1.65 -0.18 2.10
O -1.96 -1.26 2.94
O -1.42 -0.69 0.76
O -0.40 0.40 2.51
Cl 0.81 -2.44 2.02
C 0.24 -3.49 0.75
C -0.14 -4.78 1.10
C -0.60 -5.64 0.12
C -0.70 -5.18 -1.19
C -0.35 -3.89 -1.51
C 0.14 -2.99 -0.55
C 0.59 -1.62 -0.95
H -0.07 -5.09 2.13
H -0.87 -6.65 0.38
H -1.05 -5.84 -1.97
H -0.44 -3.55 -2.53
H -0.02 -1.29 -1.80
H 1.63 -1.68 -1.30
*
```

Calculated values
LUMO level (alpha / beta) (eV): -1.052 / -1.120
HOMO-LUMO gap (alpha / beta) (eV): 6.058 / 6.536
E_HOMO (alpha / beta) (eV): -7.1 / -7.7

Here are the natural (NBO) charges for atoms 1 to 2, given in e: Ti 1.168; C -0.253


# 5
The molecule CH3Cl2NO at a distorted geometry. Source: the OMol25 dataset; level of theory: ωB97M-V/def2-TZVPD.

```
! RIJCOSX wB97M-V def2-TZVPD def2/J DEFGRID3
* xyz 0 1
N 0.14 0.06 -0.60
C 1.06 -0.71 0.01
O 0.56 -1.03 1.62
Cl 1.03 -2.39 -0.72
Cl 2.67 0.02 -0.03
H -0.80 -0.22 -0.39
H 0.03 0.97 -0.15
H 1.17 -1.10 2.47
*
```

Calculated values
Energy above the lowest of the compared OMol25 structures with the same formula, charge and spin (kcal per mole): 47.5
LUMO level (eV): 0.561
HOMO-LUMO gap (eV): 11.073
E_HOMO (eV): -10.5
Structure (SMILES): NC(O)(Cl)Cl

Here are the natural (NBO) charges for atoms 1 to 2, given in e: N -0.835; C 0.391


# 6
A structure of composition C43H35I2N6O2PSW. Source: the OMol25 dataset; level of theory: ωB97M-V/def2-TZVPD.

```
! RIJCOSX wB97M-V def2-TZVPD def2/J DEFGRID3
* xyz 2 3
W -0.53 -0.71 0.57
N -5.04 -0.34 -0.01
C -3.76 -0.32 0.37
S -2.64 -1.38 -0.39
N -3.41 0.52 1.31
N -2.08 0.43 1.62
C -1.74 1.16 2.63
C -0.35 1.20 3.00
C 0.10 1.98 4.05
C 1.45 1.95 4.37
C 2.29 1.12 3.64
C 1.76 0.36 2.61
N 0.47 0.42 2.25
H -5.36 -0.99 -0.71
H -5.71 0.23 0.48
H -2.49 1.72 3.17
H -0.60 2.58 4.61
H 1.84 2.55 5.18
H 3.34 1.03 3.87
H 2.40 -0.32 2.07
C -0.11 -2.67 -3.61
C 0.40 -3.54 -2.51
N 0.92 -4.71 -2.80
C 1.39 -5.51 -1.83
C 1.38 -5.18 -0.49
C 1.99 -6.13 0.52
O 3.29 -5.73 0.93
C 0.83 -3.93 -0.15
C 0.69 -3.55 1.23
N 0.18 -2.46 1.72
C 0.22 -2.41 3.17
C 1.47 -2.41 3.79
C 1.59 -2.35 5.16
C 0.44 -2.28 5.94
C -0.81 -2.32 5.34
C -0.93 -2.40 3.95
I -2.81 -2.70 3.15
C 0.35 -3.10 -1.16
O -0.14 -1.89 -0.92
H -0.08 -3.22 -4.54
H 0.52 -1.77 -3.71
H -1.13 -2.33 -3.41
H 1.80 -6.45 -2.16
H 2.12 -7.10 0.04
H 1.32 -6.29 1.37
H 3.26 -4.86 1.33
H 1.05 -4.28 1.96
H 2.37 -2.45 3.17
H 2.56 -2.36 5.63
H 0.51 -2.23 7.02
H -1.70 -2.32 5.95
I 2.53 -0.29 -0.55
C 2.58 0.56 -2.45
C 3.60 0.04 -3.21
C 3.93 0.62 -4.45
C 3.26 1.73 -4.85
C 2.20 2.28 -4.07
C 1.60 3.47 -4.53
C 0.60 4.05 -3.82
C 0.11 3.40 -2.68
C 0.64 2.22 -2.20
P -0.53 1.59 -0.88
C -2.05 1.59 -1.89
C -3.11 2.48 -1.80
C -4.16 2.40 -2.70
C -4.16 1.43 -3.69
C -3.10 0.54 -3.79
C -2.05 0.62 -2.89
C -0.46 2.96 0.32
C 0.81 3.46 0.61
C 0.97 4.46 1.55
C -0.13 4.99 2.20
C -1.39 4.49 1.93
C -1.56 3.47 1.01
C 1.78 1.66 -2.86
H 4.18 -0.80 -2.86
H 4.73 0.20 -5.05
H 3.51 2.23 -5.77
H 1.96 3.91 -5.45
H 0.14 4.98 -4.15
H -0.74 3.85 -2.18
H -3.12 3.28 -1.07
H -4.98 3.10 -2.63
H -4.98 1.38 -4.40
H -3.08 -0.21 -4.57
H -1.23 -0.08 -2.97
H 1.68 3.08 0.08
H 1.96 4.85 1.76
H -0.01 5.80 2.92
H -2.26 4.90 2.44
H -2.55 3.06 0.85
*
```

Calculated values
Energy above the lowest of the compared OMol25 structures with the same formula, charge and spin (kcal per mole): 0.0
LUMO level (alpha / beta) (eV): -6.187 / -6.866
HOMO-LUMO gap (alpha / beta) (eV): 6.686 / 6.235
E_HOMO (alpha / beta) (eV): -12.9 / -13.1

Here are the Mulliken charges for atoms 1 to 2, given in e: W -0.492; N -0.335